No. 1
DFT (wB97M-V/def2-TZVPD) results for a molecular structure, C6H14O3Sn.

Each line ends with the Löwdin charge.
Cartesian coordinates (Å):
H  -0.92  2.42  1.61  0.150
H  2.51  1.63  0.43  0.145
C  -1.45  0.74  0.66  -0.182
Sn  1.65  -1.59  2.22  1.810
H  -2.98  -1.24  -0.49  0.108
H  -1.47  1.16  -0.35  0.143
C  -2.23  -1.49  0.26  -0.097
H  -1.86  -2.49  0.01  0.097
H  0.96  2.46  -0.24  0.160
O  1.70  -0.78  -0.57  -0.335
C  1.50  -1.62  -1.74  -0.054
O  0.90  1.29  1.49  -0.195
H  2.02  0.93  -1.75  0.155
H  0.37  0.60  -1.37  0.116
H  1.50  -2.70  -1.62  0.105
O  -1.12  -0.64  0.46  -0.242
C  1.44  1.58  0.19  -0.153
C  1.37  0.61  -0.94  -0.166
C  -0.55  1.39  1.63  -0.162
H  -0.84  1.22  2.67  0.141
H  -2.44  0.79  1.11  0.149
H  2.26  -1.33  -2.46  0.106
H  0.60  -1.33  -2.30  0.102
H  -2.93  -1.62  1.08  0.099

LUMO level, eV: -11.33
Energy relative to the best compared isomer or geometry (same formula, charge and spin), kcal per mole: 55.7
Max |F|, eV/A: 3.1
Electronic energy, eV: -18401.0371
Total charge: +2



No. 2
DFT (wB97M-V/def2-TZVPD) results for a gas-phase ion, C8H14NO2S2 (charge +1).

Each line ends with the Löwdin charge.
Cartesian coordinates (Å):
H  -2.41  -1.80  1.45  0.105
H  -2.53  2.22  0.59  -0.048
S  -1.99  1.15  1.25  0.921
H  -2.20  1.30  -1.66  0.138
H  0.51  -0.37  1.18  0.151
H  0.53  -2.15  -0.37  0.065
C  -1.05  0.39  -0.09  -0.560
C  2.40  1.18  1.43  -0.408
H  -3.22  -1.89  -0.14  0.119
C  1.39  -0.16  -0.62  -0.528
H  2.09  -2.26  -0.87  0.094
H  0.93  -1.69  -2.06  0.104
O  -0.37  2.22  -1.43  0.094
H  1.33  0.41  -1.51  0.101
H  3.07  2.06  1.37  0.094
H  0.45  2.14  1.73  0.146
N  0.39  0.25  0.44  -0.037
O  -1.32  -1.29  -1.71  0.123
C  1.04  1.54  0.92  -0.224
C  -1.52  -1.06  -0.55  -0.485
C  1.20  -1.62  -1.00  -0.081
H  -1.99  -2.99  0.11  0.129
H  1.20  2.14  -0.02  0.130
S  3.09  0.15  0.05  0.973
C  -1.22  1.37  -1.27  -0.205
H  2.44  0.69  2.43  0.103
C  -2.25  -1.92  0.35  -0.014

LUMO level, eV: -3.58
Energy relative to the best compared isomer or geometry (same formula, charge and spin), kcal per mole: 0.0
Max |F|, eV/A: 4.7
Electronic energy, eV: -35769.4807
Total charge: +1



No. 3
DFT (wB97M-V/def2-TZVPD) results for 6 unconnected molecules or ions with the total composition C22H53FO13S.

Each line ends with the Löwdin charge.
Cartesian coordinates (Å):
H  1.27  -3.42  -7.90  0.085
C  -6.22  5.24  0.72  -0.205
H  4.11  -0.71  -2.64  0.066
H  -5.56  6.59  2.24  0.125
C  2.14  -0.42  -3.34  -0.284
H  -7.18  5.77  0.63  0.125
H  5.62  -0.07  2.12  0.088
O  -0.95  -4.61  -7.09  -0.185
H  1.45  6.07  4.77  0.083
H  3.70  -1.19  -4.43  0.076
O  -1.44  -1.16  -3.82  -0.247
H  3.21  -1.80  1.51  0.081
O  1.71  -4.70  2.15  -0.209
H  2.21  1.45  3.58  0.095
C  3.08  -4.95  2.41  -0.108
O  0.83  3.62  3.97  -0.204
H  0.94  2.17  5.43  0.089
S  -0.04  -1.59  -2.94  0.981
C  -2.98  5.80  0.57  -0.111
H  2.74  1.89  1.95  0.131
H  -4.54  3.37  0.15  0.083
H  -3.35  5.62  -0.44  0.085
H  1.72  -6.62  1.35  0.127
C  -1.77  -4.10  -8.14  -0.205
O  -5.87  4.80  -0.58  -0.190
C  2.57  1.05  2.63  -0.193
H  2.37  3.21  5.25  0.092
H  2.82  -1.88  -0.22  0.082
H  -0.41  -7.28  2.47  0.125
O  -3.96  5.54  1.55  -0.201
H  -2.62  6.83  0.66  0.090
H  0.35  -5.58  0.92  0.127
O  1.90  -0.35  0.77  -0.198
O  -0.24  -2.35  -8.85  -0.190
C  2.41  -1.67  0.77  -0.102
F  -1.90  0.02  -3.25  -0.097
H  -0.40  5.87  3.18  0.125
C  1.13  -2.58  -8.57  -0.112
C  -0.90  5.33  3.98  -0.203
H  -0.12  -4.12  -5.30  0.082
C  3.41  -0.78  -3.46  0.039
H  -0.94  3.45  2.98  0.122
H  0.92  3.85  6.04  0.086
H  1.53  -1.68  -8.10  0.087
H  -5.04  7.04  0.61  0.127
H  1.84  -6.48  5.70  0.088
O  -0.15  -3.00  -2.85  -0.353
H  -0.22  -4.27  -9.64  0.125
H  0.48  7.57  4.67  0.088
C  -0.57  3.85  3.93  -0.196
C  4.79  0.61  1.93  -0.114
C  -0.89  -3.74  -5.97  -0.120
O  1.16  -1.17  -3.98  -0.299
O  3.80  0.37  2.91  -0.186
C  -0.93  -3.52  -9.26  -0.205
H  -0.63  -2.72  -6.26  0.081
C  0.18  -6.45  2.86  -0.204
H  -4.93  3.29  -1.58  0.089
H  3.50  -4.06  2.88  0.085
H  1.91  0.49  -2.80  0.121
H  -1.07  3.32  4.75  0.129
H  -1.85  -3.74  -5.44  0.092
H  1.37  -0.74  2.74  0.130
O  -0.57  5.89  5.25  -0.187
C  0.63  6.64  5.22  -0.112
H  -2.14  5.12  0.75  0.082
H  -6.37  4.39  1.40  0.126
H  0.11  -6.10  5.56  0.088
C  1.54  0.10  2.06  -0.192
H  1.33  -5.08  4.74  0.083
H  0.59  0.64  1.96  0.125
H  -0.51  -5.69  3.25  0.126
C  -5.19  6.20  1.29  -0.203
H  4.42  0.44  0.92  0.080
H  1.68  -2.76  -9.51  0.087
H  5.16  1.64  2.02  0.088
H  1.61  -2.39  0.97  0.082
H  -2.47  -3.35  -7.76  0.127
H  3.22  -5.80  3.08  0.085
C  1.07  -6.10  5.03  -0.112
H  -1.59  -3.24  -10.08  0.124
H  -2.35  -4.94  -8.53  0.124
O  1.00  -6.96  3.91  -0.190
H  3.61  -5.13  1.47  0.091
C  -5.34  3.49  -0.59  -0.111
H  -1.98  5.45  3.85  0.123
C  1.28  3.20  5.25  -0.120
H  -6.13  2.76  -0.38  0.089
H  0.90  6.88  6.25  0.088
C  1.02  -5.87  1.74  -0.199

LUMO level, eV: 0.25
Max |F|, eV/A: 2.5
Electronic energy, eV: -63830.8228



No. 4
DFT (wB97M-V/def2-TZVPD) results for C23H32FN3O2 in the gas phase.

Each line ends with the Löwdin charge.
Cartesian coordinates (Å):
H  1.44  -0.02  -2.40  0.128
H  0.87  0.03  1.32  0.092
H  0.84  2.50  2.04  0.115
H  -7.37  -0.90  -0.14  0.070
C  -1.23  2.86  1.65  -0.068
C  -2.23  2.93  0.70  -0.034
H  6.33  1.65  1.62  0.077
C  3.57  0.32  -0.83  -0.467
H  -1.53  -2.65  -1.99  0.071
H  -1.46  3.06  2.69  0.109
H  -3.24  3.19  0.96  0.116
C  0.39  2.28  -0.04  -0.215
H  2.56  -2.04  -1.60  0.123
C  0.06  -2.84  0.45  -0.136
H  -0.26  -3.59  -0.29  0.119
O  4.41  0.56  0.18  -0.007
C  2.11  0.41  -0.39  -0.339
N  -2.40  -0.32  1.57  0.098
C  -2.01  -1.46  -0.30  -0.235
C  0.07  2.54  1.29  -0.047
C  6.59  0.71  1.14  -0.062
O  3.93  0.14  -1.96  0.129
H  0.18  -3.36  1.40  0.123
C  -1.03  -1.82  0.60  -0.162
C  -1.33  -1.07  1.75  -0.114
H  -5.09  -1.85  -0.37  0.101
H  -2.14  -1.04  -2.39  0.088
H  3.22  -1.85  0.78  0.124
C  -0.61  2.33  -1.00  0.033
H  -4.16  0.97  0.38  0.112
H  -5.27  -1.08  1.21  0.113
C  -5.23  -0.89  0.13  -0.231
H  1.96  -2.08  2.00  0.123
H  6.01  1.36  -0.85  0.130
H  0.87  -2.41  -1.96  0.115
C  -6.53  -0.25  -0.34  -0.108
H  2.00  2.29  -1.44  0.136
F  -2.86  2.71  -1.56  0.047
H  0.18  -0.17  -1.14  0.099
C  2.16  -1.68  1.01  -0.153
C  -4.03  0.02  -0.15  -0.159
N  -2.80  -0.56  0.32  -0.117
C  5.80  0.55  -0.14  -0.215
H  -6.69  0.70  0.17  0.073
C  1.90  -0.16  1.01  -0.098
H  -6.49  -0.06  -1.41  0.073
H  7.65  0.71  0.92  0.077
H  -0.82  -1.07  2.70  0.112
N  1.39  -2.42  0.04  -0.164
C  -2.25  -1.88  -1.71  -0.003
H  6.04  -0.40  -0.64  0.129
H  6.36  -0.10  1.83  0.077
C  1.53  -1.86  -1.28  -0.151
H  2.50  2.43  0.25  0.131
H  -3.95  0.23  -1.22  0.123
C  1.80  1.94  -0.43  -0.063
H  -0.39  2.15  -2.04  0.130
C  -1.89  2.66  -0.61  -0.276
H  -3.25  -2.29  -1.83  0.077
H  2.57  0.32  1.72  0.125
C  1.23  -0.36  -1.38  -0.093

LUMO level, eV: 0.79
Energy relative to the best compared isomer or geometry (same formula, charge and spin), kcal per mole: 16.4
Max |F|, eV/A: 0.8
Electronic energy, eV: -35653.9354